{"formula": "CH4Cl2SSi", "method": "wB97M-V/def2-TZVPD", "orbital_gap_ev": 8.872, "lumo_energy_ev": -0.26, "de_lowest_ev": 2.439, "smiles": "S[SiH2]C(Cl)Cl", "charge": 0, "energy_ha": -1648.515958, "species": ["S", "Si", "C", "Cl", "Cl", "H", "H", "H", "H"], "xyz": [[2.21, 0.12, 1.16], [-0.42, 0.10, 0.81], [-0.53, -0.59, -1.11], [-2.21, -1.27, -1.35], [-0.34, 0.88, -2.10], [2.77, 1.33, 0.98], [-0.79, 1.59, 1.02], [-0.85, -0.86, 1.91], [0.17, -1.31, -1.33]]}


{"formula": "CH4ClFS", "method": "wB97M-V/def2-TZVPD", "orbital_gap_ev": 8.250, "lumo_energy_ev": -0.88, "de_lowest_ev": 2.126, "smiles": "FCl.CS", "charge": 0, "energy_ha": -998.645601, "species": ["F", "Cl", "C", "S", "H", "H", "H", "H"], "xyz": [[2.02, 0.65, -0.73], [1.52, -0.35, 0.47], [-1.87, 1.06, 0.36], [-1.51, -0.60, -0.28], [-2.33, 1.70, -0.40], [-2.51, 1.02, 1.25], [-0.91, 1.50, 0.64], [-2.78, -0.95, -0.55]]}


{"formula": "CH4ClFSi", "method": "wB97M-V/def2-TZVPD", "orbital_gap_ev": 9.703, "lumo_energy_ev": 0.64, "de_lowest_ev": 1.212, "charge": 0, "energy_ha": -890.036785, "species": ["C", "F", "Si", "Cl", "H", "H", "H", "H"], "xyz": [[-0.93, 0.42, 0.58], [1.93, -1.18, 0.46], [1.03, -0.33, -0.53], [-2.40, 0.16, -0.45], [-0.98, -0.24, 1.40], [-0.64, 1.51, 0.70], [0.35, -1.34, -1.25], [1.65, 0.99, -0.91]]}